{"formula": "C12H28BLaN2O2P2", "method": "ωB97M-V/def2-TZVPD", "de_lowest_kcal_mol": 0.00, "e_tot_ev": -40085.01277, "orbital_gap_ev": 7.6, "elements": ["C", "C", "N", "C", "C", "C", "C", "P", "La", "P", "C", "O", "O", "H", "H", "H", "C", "C", "H", "H", "H", "H", "C", "C", "H", "H", "H", "H", "H", "H", "H", "H", "H", "H", "H", "H", "H", "H", "H", "H", "H", "H", "B", "C", "N", "H", "H", "H"], "positions_angstrom": [[-0.955, 3.472, -1.463], [-0.435, 2.437, -0.676], [-0.189, 1.201, -1.180], [-0.377, 1.009, -2.511], [-0.771, 2.043, -3.363], [-1.103, 3.288, -2.836], [-0.255, 2.732, 0.807], [0.952, 1.636, 1.714], [0.318, -0.940, 0.623], [-0.261, -1.834, -2.073], [-0.125, -0.351, -3.179], [-2.683, 2.183, 2.282], [-2.088, -0.513, 2.939], [-1.228, 4.400, -0.966], [-0.842, 1.819, -4.427], [-1.471, 4.085, -3.477], [2.462, 2.634, 1.545], [0.558, 1.842, 3.486], [-0.851, -0.488, -4.001], [0.872, -0.360, -3.644], [-1.256, 2.648, 1.319], [0.076, 3.776, 0.941], [0.819, -3.070, -2.886], [-1.926, -2.403, -2.577], [-2.045, -0.839, 1.984], [-1.816, -1.291, 3.472], [-2.595, 1.221, 2.511], [-3.515, 2.271, 1.800], [1.991, -0.794, -0.216], [-1.645, -1.070, 0.485], [2.367, 3.561, 2.136], [3.314, 2.041, 1.911], [2.646, 2.884, 0.491], [0.638, 2.900, 3.777], [-0.442, 1.458, 3.733], [1.297, 1.251, 4.050], [-1.915, -2.698, -3.640], [-2.204, -3.262, -1.949], [-2.665, -1.606, -2.413], [0.422, -3.357, -3.872], [1.847, -2.696, -2.983], [0.839, -3.954, -2.228], [2.628, -4.970, 2.578], [1.847, -3.715, 2.203], [1.258, -2.752, 1.873], [3.704, -4.617, 3.039], [2.800, -5.535, 1.503], [2.002, -5.676, 3.357]]}